Here is a 4-piece molecular cluster, C65H51N2O11 overall from the Open Molecules 2025 dataset. Energies are from ωB97M-V/def2-TZVPD.

The calculation puts the strongest force on any atom at 5.46 eV Å⁻¹. The value obtained for the energy relative to the best compared isomer or geometry (same formula, charge and spin) is 0.0 kJ/mol. As for the total energy: -93719.48572 eV.

```
! RIJCOSX wB97M-V def2-TZVPD def2/J DEFGRID3
* xyz 1 1
C -0.09 -3.67 3.03
C -1.60 -3.31 2.60
C -2.37 -4.43 1.80
C -3.81 -4.08 1.34
C -4.48 -2.69 1.68
C -3.75 -1.58 2.51
C -4.45 -0.17 2.91
C -6.02 -0.32 2.67
C -6.77 -1.23 3.71
C -6.01 -1.91 4.96
C -5.62 -0.81 6.09
O -6.29 0.27 6.14
C -8.30 -1.48 3.59
C -9.16 -2.36 4.61
O -10.07 -1.85 5.32
O -8.88 -3.74 4.72
C -9.04 -0.84 2.39
C -10.61 -1.09 2.24
C -11.05 -2.60 1.94
C -10.02 -3.49 1.08
N -9.65 -4.69 1.91
C -8.20 0.07 1.42
C -9.05 0.71 0.20
C -9.93 1.99 0.66
O -9.47 3.13 0.43
N -6.77 0.30 1.59
C -6.09 1.20 0.61
C -5.67 0.40 -0.74
O -4.73 0.90 -1.40
C -2.28 -1.93 2.94
H 0.28 -4.48 2.30
H 0.56 -2.72 2.90
H -0.04 -4.10 4.08
H -1.91 -5.44 1.55
H -4.42 -4.85 0.76
H -5.55 -2.55 1.28
H -3.93 0.62 2.28
H -4.23 0.09 4.01
H -5.07 -2.48 4.64
H -6.67 -2.68 5.50
H -4.75 -0.97 6.81
H -9.74 -4.22 4.65
H -11.08 -0.80 3.26
H -11.13 -0.41 1.47
H -12.04 -2.56 1.36
H -11.27 -3.18 2.92
H -10.61 -3.90 0.18
H -9.13 -2.92 0.64
H -8.69 -4.64 2.25
H -9.84 -5.53 1.36
H -8.41 0.98 -0.71
H -9.79 -0.10 -0.12
H -10.97 1.91 1.15
H -6.75 2.08 0.26
H -5.13 1.68 0.99
H -6.25 -0.53 -1.07
H -1.72 -1.14 3.55
C 5.40 -3.21 -2.43
C 4.91 -2.99 -3.72
C 3.77 -2.21 -3.91
C 3.11 -1.67 -2.81
C 3.58 -1.91 -1.52
C 4.73 -2.68 -1.34
C 2.85 -1.38 -0.35
O 3.26 -1.59 0.78
C 1.61 -0.60 -0.56
C 0.89 -0.14 0.54
C -0.27 0.60 0.35
C -0.70 0.91 -0.94
C 0.02 0.45 -2.04
C 1.17 -0.32 -1.85
C 1.91 -0.83 -3.03
O 1.53 -0.57 -4.16
H 6.29 -3.81 -2.29
H 5.43 -3.42 -4.58
H 3.41 -2.04 -4.92
H 5.11 -2.86 -0.33
H 1.22 -0.37 1.55
H -0.83 0.96 1.21
H -1.60 1.50 -1.09
H -0.33 0.68 -3.04
C 9.77 3.28 -8.93
C 10.44 2.58 -7.93
C 9.71 1.98 -6.90
C 8.32 2.10 -6.87
C 7.66 2.83 -7.86
C 8.39 3.41 -8.90
C 6.19 3.00 -7.81
O 5.61 3.63 -8.67
C 5.44 2.41 -6.68
C 4.06 2.61 -6.58
C 3.34 2.05 -5.54
C 4.00 1.27 -4.59
C 5.37 1.06 -4.67
C 6.10 1.64 -5.72
C 7.56 1.45 -5.78
O 8.13 0.77 -4.94
H 10.34 3.74 -9.74
H 11.52 2.49 -7.95
H 10.24 1.43 -6.13
H 7.88 3.96 -9.68
H 3.55 3.22 -7.32
H 2.27 2.21 -5.46
H 3.44 0.82 -3.77
H 5.87 0.46 -3.93
C 5.64 4.18 6.32
C 6.94 4.65 6.17
C 7.66 4.36 5.02
C 7.08 3.59 4.02
C 5.79 3.09 4.18
C 5.06 3.40 5.33
C 5.18 2.22 3.14
O 4.05 1.79 3.28
C 5.98 1.88 1.94
C 5.44 1.01 0.98
C 6.17 0.70 -0.16
C 7.44 1.25 -0.35
C 7.98 2.10 0.61
C 7.25 2.41 1.76
C 7.85 3.30 2.78
O 8.96 3.78 2.62
H 5.07 4.41 7.22
H 7.39 5.25 6.96
H 8.67 4.74 4.91
H 4.05 3.02 5.45
H 4.45 0.58 1.12
H 5.76 0.02 -0.90
H 8.01 1.01 -1.24
H 8.97 2.53 0.45
*
```